(1)
This record from OMol25 describes 10 unconnected molecules or ions with the total composition C12H44O10. The level of theory is wB97M-V/def2-TZVPD.

The geometry in XYZ format:
```
66
Properties=species:S:1:pos:R:3:forces:R:3:lowdin_charge:R:1
O -0.47179 -0.07514 3.64896 -0.76 0.13 0.70 -0.039
H -0.23226 0.84802 3.56758 0.12 0.28 0.05 0.068
H -0.31247 -0.44198 2.77932 0.60 -0.37 -0.89 -0.001
O -5.09097 -0.77159 0.81443 -0.34 0.02 -0.68 -0.066
H -4.36222 -0.65499 1.42400 0.45 -0.05 0.50 -0.032
H -5.77701 -1.18672 1.33717 -0.13 -0.09 0.11 0.030
O -0.29530 -3.57396 -2.87187 0.56 -0.03 -0.07 -0.051
H -0.28471 -4.27330 -2.21838 0.03 -0.17 0.14 0.029
H -1.20059 -3.26306 -2.87602 -0.64 0.17 -0.07 -0.007
O 2.94868 -2.67546 1.66093 0.01 0.21 -0.05 -0.022
H 3.20129 -3.57379 1.87408 -0.13 -0.32 0.16 0.073
H 3.74565 -2.27923 1.30866 0.29 0.22 -0.16 0.064
O 1.88103 -1.56571 4.30904 0.47 -0.17 0.36 -0.054
H 1.03742 -1.18981 4.05753 -0.46 0.28 0.10 -0.021
H 2.36668 -1.63678 3.48727 0.16 -0.22 -0.22 -0.022
O -3.37132 -0.39044 3.04398 -0.52 -0.17 -0.30 -0.044
H -3.65846 0.51434 3.16709 -0.11 0.27 0.14 0.056
H -2.42008 -0.35617 3.14492 0.66 0.01 0.37 -0.003
C 4.80953 2.69800 0.74320 -1.49 -0.09 1.33 -0.028
C 3.59134 2.30669 1.70102 0.13 -0.65 0.99 -0.417
C 3.42239 0.83708 2.21114 -0.06 -0.20 -0.99 -0.047
O 3.60502 3.09696 2.88570 0.88 1.39 0.00 -0.071
H 4.54184 2.39191 -0.26811 0.40 -0.39 0.04 0.066
H 5.78633 2.37689 1.10494 -0.16 -0.43 -0.18 0.070
H 4.86249 3.78598 0.70348 -0.21 0.09 0.17 0.068
H 2.69216 2.61636 1.16842 -0.17 -0.29 -0.31 0.106
H 2.72167 0.65626 3.02625 -0.25 1.05 0.34 0.059
H 4.32756 0.37415 2.60419 0.35 0.12 -0.47 0.086
H 2.91799 0.21209 1.47421 0.61 -0.15 -0.54 0.044
H 3.26078 2.66311 3.66984 -0.02 -0.40 -0.39 0.077
C 2.04835 5.42053 -3.35415 -1.00 -0.74 -0.55 -0.055
C 0.78391 4.90249 -2.58309 2.26 0.80 1.91 -0.430
C 1.19593 3.82529 -1.52886 0.32 -0.03 -0.40 -0.068
O 0.40943 6.09201 -1.88360 -0.81 -0.14 0.04 -0.074
H 2.32208 4.64250 -4.06676 0.31 0.22 -0.22 0.071
H 2.92178 5.72103 -2.77542 -0.25 -0.65 0.70 0.078
H 1.82571 6.35954 -3.86089 -0.47 -0.26 -0.37 0.072
H -0.02806 4.51177 -3.19641 0.15 0.20 -0.40 0.129
H 1.69589 3.00534 -2.04442 0.05 -0.15 0.03 0.073
H 0.43312 3.37814 -0.89146 -0.73 0.11 -0.50 0.057
H 1.87983 4.21377 -0.77423 0.35 0.43 -0.38 0.070
H -0.24725 5.83719 -1.23133 -0.18 0.18 0.16 0.081
C -0.93807 0.16032 0.09241 -0.03 -0.71 -0.42 -0.022
C -0.06255 -1.10013 0.17526 1.34 0.30 -1.40 -0.439
C 1.03312 -1.20837 -0.92432 -0.79 0.17 -0.18 -0.040
O 0.65806 -1.05477 1.37406 -0.30 0.66 1.68 -0.102
H -0.36783 1.07419 0.25903 0.10 -0.12 0.40 0.075
H -1.77966 0.03719 0.77407 0.08 0.38 0.23 0.060
H -1.38129 0.29463 -0.89432 0.01 -0.33 -0.13 0.084
H -0.65740 -2.01294 0.20742 -0.39 0.04 -0.41 0.127
H 0.62883 -0.95913 -1.90541 0.11 -0.25 -0.06 0.076
H 1.48463 -2.20010 -0.95128 -0.31 -0.14 -0.08 0.071
H 1.86412 -0.53411 -0.71718 -0.18 0.40 0.16 0.071
H 1.46669 -1.57022 1.32914 0.05 -0.48 -0.02 0.030
C -5.51063 -3.80194 -2.46635 0.29 -0.14 -0.94 -0.050
C -4.10881 -3.37506 -2.01621 -0.50 0.28 1.16 -0.497
C -3.46610 -4.20689 -0.88241 -1.72 0.51 -0.10 -0.035
O -3.21652 -3.35545 -3.08977 0.38 -0.30 -1.03 -0.061
H -5.77284 -3.18093 -3.32290 -0.11 0.44 0.18 0.078
H -6.31304 -3.73184 -1.73196 0.30 -0.03 0.16 0.081
H -5.51330 -4.78105 -2.94534 0.08 -0.51 0.45 0.076
H -4.22055 -2.32490 -1.74644 0.21 -0.03 0.56 0.132
H -2.65184 -3.64964 -0.41921 -0.05 -0.26 0.07 0.066
H -3.18229 -5.21484 -1.18505 0.34 0.10 -0.41 0.080
H -4.29651 -4.39286 -0.20127 0.32 0.18 0.68 0.076
H -3.17963 -4.29045 -3.30432 0.48 -0.18 -0.73 0.092
```
Forces are in eV/Å.

Its spin multiplicity is 1. The SMILES is CC(C)O.CC(C)O.CC(C)O.CC(C)O.O.O.O.O.O.O. Its energy relative to the best compared isomer or geometry (same formula, charge and spin) is 1.644 eV. Its molecular weight is 348.47 g mol⁻¹. Its HOMO energy is -10.135 eV.

***

(2)
This record from OMol25 describes a molecular structure, C30H36BaCl4N7O5. The level of theory is wB97M-V/def2-TZVPD.

The geometry in XYZ format:
```
83
Properties=species:S:1:pos:R:3:forces:R:3:lowdin_charge:R:1
Ba -0.61600 1.13519 0.07096 0.72 1.32 2.48 2.211
C 0.09825 4.97951 3.79432 -0.12 0.08 0.03 -0.082
O 1.13271 4.04305 4.06397 0.00 -0.09 -0.22 -0.128
C 0.74564 2.72643 4.26482 0.07 0.12 0.21 -0.249
C 1.39666 2.06709 5.29252 0.00 -0.06 -0.02 -0.050
C 1.20350 0.70709 5.51874 0.07 -0.08 0.02 -0.131
C 0.29471 0.02254 4.72188 -0.03 0.02 0.01 -0.075
C -0.39235 0.67459 3.70605 0.12 0.11 0.09 -0.185
C -1.35699 -0.03592 2.85697 -0.52 -0.35 0.26 -0.184
N -1.08879 -1.13319 2.26159 0.55 0.46 0.22 -0.001
N -2.08507 -1.77277 1.55799 -0.60 -0.31 -0.03 0.035
C -2.76703 -1.08206 0.68091 0.23 -0.08 0.12 -0.539
O -2.58600 0.14689 0.37217 -3.40 -1.77 0.39 -0.449
C -3.81022 -1.86075 -0.06546 -0.17 0.08 -0.04 -0.141
C -3.97475 -3.23369 0.10441 0.01 0.02 0.03 -0.039
C -4.98302 -3.90433 -0.56971 0.02 -0.05 -0.03 -0.107
C -5.83242 -3.21620 -1.42730 -0.03 0.01 -0.07 -0.120
C -5.67439 -1.84828 -1.60100 -0.03 -0.05 -0.03 -0.100
C -4.66902 -1.17491 -0.92180 0.10 -0.03 0.07 -0.037
C -0.14150 2.04532 3.37620 0.01 0.10 0.02 -0.402
O -0.57026 2.56516 2.27918 -0.17 0.26 0.75 -0.262
H 0.59383 5.94052 3.65572 -0.03 -0.01 0.02 0.083
H -0.59255 5.05194 4.64167 0.05 -0.03 0.04 0.091
H -0.46636 4.71088 2.90368 0.03 -0.05 -0.02 0.076
H 2.07902 2.63881 5.91244 0.00 0.04 -0.03 0.107
H 1.73729 0.20166 6.31396 -0.03 0.01 0.02 0.081
H 0.10371 -1.03265 4.87994 -0.02 0.00 -0.02 0.105
H -2.35301 0.40837 2.79115 0.02 0.00 -0.08 0.135
H -3.30399 -3.74856 0.77911 0.00 -0.01 -0.01 0.102
H -5.11265 -4.97180 -0.43303 0.04 0.00 0.01 0.094
H -6.61123 -3.74771 -1.96185 -0.01 0.02 0.02 0.092
H -6.34156 -1.30742 -2.26180 0.02 0.02 0.00 0.096
H -4.53286 -0.10651 -1.02695 0.01 0.01 -0.03 0.113
Cl 1.77161 3.88115 -6.09429 -0.03 0.04 -0.02 0.607
C 1.69815 3.09550 -4.54920 0.13 -0.02 -0.04 -0.734
C 2.85444 2.63975 -3.95795 -0.09 0.09 -0.08 -0.744
Cl 4.39987 2.87338 -4.71770 -0.04 -0.02 0.03 0.595
C 2.75086 1.97318 -2.72507 -0.12 -0.15 0.00 -0.573
Cl 4.22142 1.30561 -2.02690 0.04 -0.10 0.29 0.655
C 1.54061 1.71806 -2.07171 0.47 0.03 -0.35 -0.432
O 1.43612 1.04065 -0.97577 2.43 0.02 -1.58 -0.451
C 0.33716 2.29724 -2.65172 0.25 0.24 -0.39 -0.461
O -0.76233 2.20862 -1.99777 -0.21 0.77 -1.61 -0.376
C 0.46481 2.92086 -3.89875 -0.01 0.02 0.00 -0.618
Cl -0.98666 3.53115 -4.62992 -0.07 0.01 0.02 0.644
N 4.61743 1.35445 1.39649 0.10 -0.01 -0.29 0.041
C 4.16136 -0.00356 1.82386 -0.33 -0.41 -0.04 -0.098
C 2.73477 -0.17304 1.29489 0.10 0.14 0.12 -0.193
N 1.85398 0.89234 1.72515 0.35 -0.12 0.03 -0.075
C 2.36466 2.22981 1.47960 0.15 -0.01 0.25 -0.186
C 3.77395 2.41498 2.02784 -0.47 0.33 0.07 -0.087
H 4.47058 1.42027 0.36990 0.10 0.00 0.05 0.080
H 5.60591 1.49575 1.58331 0.03 0.00 0.02 0.171
H 4.19354 -0.04513 2.91343 0.08 0.10 0.00 0.130
H 4.83343 -0.75186 1.40291 0.07 0.09 -0.02 0.128
H 2.32443 -1.12917 1.62237 0.05 0.01 0.04 0.132
H 2.76394 -0.16125 0.20388 -0.01 -0.02 -0.08 0.079
H 1.58230 0.77384 2.69436 0.00 -0.02 0.02 0.084
H 1.69974 2.95776 1.93760 -0.01 0.01 0.03 0.109
H 2.36691 2.41047 0.40365 0.05 -0.06 -0.07 0.111
H 3.79247 2.27451 3.10971 0.10 -0.05 -0.01 0.130
H 4.18013 3.39433 1.77629 0.09 -0.06 -0.06 0.134
C 0.70248 -2.50720 -0.51711 -0.11 0.07 -0.05 -0.073
N 0.03784 -2.93388 -1.73712 0.00 -0.04 0.02 -0.167
C 0.95479 -3.55792 -2.67966 0.00 -0.01 0.07 -0.069
C -0.86385 -2.01179 -2.26418 -0.13 -0.03 -0.31 -0.433
N -0.94454 -0.83305 -1.78354 0.00 -0.53 -0.30 0.089
N -1.59160 -2.49355 -3.35282 0.03 0.02 0.07 -0.167
C -2.19727 -3.81520 -3.27724 0.05 0.08 -0.04 -0.067
C -2.37039 -1.53323 -4.10767 0.15 -0.07 0.01 -0.062
H 1.26620 -3.35475 -0.12273 0.00 0.00 0.04 0.088
H -0.04150 -2.19847 0.21675 0.08 -0.07 0.03 0.057
H 1.38122 -1.66953 -0.71476 0.03 0.01 0.01 0.069
H 1.82749 -2.91537 -2.86436 -0.02 0.00 -0.02 0.092
H 0.46038 -3.74662 -3.62767 -0.01 -0.01 -0.01 0.074
H 1.31082 -4.50667 -2.27125 -0.01 0.01 0.00 0.081
H -1.72096 -0.30323 -2.16769 -0.05 -0.05 -0.09 0.043
H -1.75194 -4.38422 -2.46620 0.05 0.00 -0.01 0.085
H -2.05258 -4.35215 -4.22066 -0.03 -0.02 0.03 0.081
H -3.27100 -3.73379 -3.08257 -0.06 -0.01 0.03 0.075
H -3.27791 -1.21935 -3.57916 -0.05 0.03 0.03 0.081
H -2.66517 -2.00083 -5.04840 -0.02 0.04 -0.01 0.086
H -1.76141 -0.65717 -4.33181 -0.05 0.02 0.00 0.096
```
Forces are in eV/Å.

Its spin multiplicity is 1. Its energy relative to the best compared isomer or geometry (same formula, charge and spin) is 3.042 eV. Its molecular weight is 853.80 g mol⁻¹. Its charge is -1. Its HOMO energy is -3.846 eV.

***

(3)
This record from OMol25 describes a single C8H20N3P molecule. The level of theory is wB97M-V/def2-TZVPD.

The geometry in XYZ format:
```
32
Properties=species:S:1:pos:R:3:forces:R:3:lowdin_charge:R:1
C -1.28100 -1.29378 2.23873 0.14 -1.00 -0.08 -0.158
C -1.64562 -0.04281 1.36524 1.44 0.04 2.07 -0.210
C -1.44698 -2.66615 1.45242 -1.31 1.48 -2.25 -0.209
C -0.37442 0.62906 0.81680 -2.69 -0.29 -3.65 -0.446
C -0.62537 2.04715 0.27311 0.91 -0.39 -1.34 -0.100
C -1.52304 -0.64380 -2.31125 -2.49 1.87 -0.62 -0.286
C 2.40535 1.24401 -1.80060 -0.93 0.87 -2.71 -0.149
C 2.83455 0.61662 0.46803 -2.89 1.75 0.24 -0.083
N -0.24515 -0.00559 -2.03874 0.99 -1.43 1.82 -0.267
N -2.17742 -2.72576 0.38517 0.84 2.28 2.09 0.091
N 1.86741 0.61534 -0.63545 2.42 0.41 0.17 -0.386
P 0.48567 -0.21450 -0.61047 -2.84 -0.32 -0.54 0.776
H -0.18207 -1.16410 2.61085 -2.03 -0.57 -0.34 0.124
H -2.00146 -1.42896 3.11057 1.11 0.42 -0.78 0.116
H -2.38191 -0.31289 0.68124 -0.89 -0.55 -1.64 0.055
H -2.14554 0.72387 1.96472 0.14 -0.15 0.41 0.107
H -0.95199 -3.55978 1.74956 0.71 -0.56 0.90 0.082
H 0.81773 -1.50461 0.06147 -0.18 0.74 -0.88 0.050
H 0.35717 0.54989 1.49436 2.63 0.23 3.17 0.027
H -1.07428 1.84342 -0.77106 0.19 1.07 1.71 0.095
H 0.34418 2.59085 0.10162 -0.78 -0.59 0.04 0.076
H -1.16940 2.67535 0.97433 -0.54 -0.13 -0.24 0.067
H -1.58631 -1.69468 -2.57202 0.64 -0.30 -0.14 0.041
H -2.06862 -0.06650 -3.14523 1.23 -0.85 0.57 0.076
H -2.34193 -0.51567 -1.55550 0.92 -0.18 0.18 0.042
H 2.28220 2.34494 -1.83942 0.37 -0.21 0.72 0.085
H 3.45796 0.99360 -2.01315 -0.38 -0.05 0.28 0.083
H 1.79677 0.99652 -2.70880 0.55 -0.37 0.85 0.075
H 2.92092 -0.28650 0.92055 0.10 -3.31 1.12 0.036
H 3.75943 0.81314 0.04579 1.81 0.95 -0.33 0.058
H 2.51406 1.24807 1.32769 0.54 0.41 -0.80 0.100
H -2.24323 -3.58283 -0.10842 0.26 -1.28 0.02 0.032
```
Forces are in eV/Å.

Its spin multiplicity is 1. The SMILES is [H]/N=C/CC[C@H](C)[P@@H](=NC)N(C)C. Its energy relative to the best compared isomer or geometry (same formula, charge and spin) is 1.749 eV. Its molecular weight is 189.24 g mol⁻¹. Its HOMO energy is -7.840 eV.